C49H45BrN5O2PSbV as an isolated structure at a distorted geometry, computed with ωB97M-V/def2-TZVPD.

Summary:
**Highest occupied orbital energy (spin up / spin down)**: -12.99 / -13.00 eV
**Spin multiplicity**: 3
**Net charge**: +2
**Energy relative to the best compared isomer or geometry (same formula, charge and spin)**: 22.1 kcal/mol
**F_max**: 1.68 eV Å⁻¹
**Kohn-Sham gap (spin up / spin down)**: 7.36 / 7.88 eV

Positions of all 105 atoms, in Å:
1 V 0.066 -0.703 -0.186
2 C 2.306 -2.845 0.545
3 N 2.071 -1.414 0.861
4 C 3.181 -0.551 0.404
5 C 2.946 -0.228 -1.030
6 N 1.776 -0.411 -1.591
7 C 1.934 -0.030 -2.939
8 C 1.046 -0.095 -4.011
9 C 1.493 0.368 -5.230
10 C 2.799 0.869 -5.392
11 C 3.700 0.892 -4.348
12 C 3.233 0.418 -3.126
13 N 3.858 0.268 -1.884
14 C 1.162 -3.415 -0.223
15 N 0.198 -2.680 -0.748
16 C -0.592 -3.572 -1.520
17 C -1.682 -3.334 -2.353
18 C -2.197 -4.422 -3.028
19 C -1.654 -5.712 -2.881
20 C -0.564 -5.946 -2.067
21 C -0.049 -4.839 -1.408
22 N 1.055 -4.701 -0.560
23 H 2.494 -3.423 1.451
24 H 3.197 -2.939 -0.078
25 H 2.003 -1.300 1.865
26 H 4.151 -1.032 0.543
27 H 3.195 0.358 1.008
28 H 0.047 -0.500 -3.897
29 H 0.830 0.340 -6.084
30 H 3.108 1.229 -6.365
31 H 4.714 1.246 -4.481
32 H 4.823 0.461 -1.672
33 H -2.096 -2.341 -2.471
34 H -3.040 -4.279 -3.692
35 H -2.094 -6.538 -3.425
36 H -0.131 -6.933 -1.962
37 H 1.692 -5.432 -0.286
38 C -3.189 4.022 3.366
39 C -2.819 4.065 2.027
40 C -1.764 3.285 1.575
41 C -1.080 2.458 2.467
42 C -1.443 2.425 3.810
43 C -2.502 3.209 4.257
44 Sb 0.539 1.346 1.728
45 C 1.751 2.975 1.175
46 C 1.704 4.149 1.927
47 C 2.530 5.216 1.591
48 C 3.389 5.123 0.501
49 C 3.418 3.967 -0.267
50 C 2.600 2.895 0.071
51 C 1.442 0.738 3.565
52 C 1.248 -0.561 4.052
53 C 1.790 -0.966 5.268
54 C 2.534 -0.069 6.021
55 C 2.732 1.225 5.556
56 C 2.192 1.627 4.341
57 H -4.011 4.633 3.718
58 H -3.349 4.709 1.336
59 H -1.478 3.330 0.529
60 H -0.899 1.810 4.518
61 H -2.784 3.188 5.302
62 H 1.011 4.250 2.755
63 H 2.494 6.126 2.176
64 H 4.027 5.960 0.243
65 H 4.066 3.906 -1.134
66 H 2.609 2.012 -0.553
67 H 0.623 -1.263 3.508
68 H 1.621 -1.972 5.634
69 H 2.952 -0.375 6.972
70 H 3.309 1.927 6.145
71 H 2.374 2.638 3.996
72 Br -0.203 5.509 -5.854
73 C -0.579 4.117 -4.656
74 C -1.579 3.204 -4.966
75 C -1.831 2.158 -4.093
76 C -1.094 2.036 -2.921
77 C -0.117 2.977 -2.608
78 C 0.149 4.022 -3.477
79 C -1.302 0.851 -2.071
80 O -1.991 -0.100 -2.385
81 O -0.646 0.829 -0.893
82 H -2.147 3.312 -5.880
83 H -2.591 1.421 -4.323
84 H 0.445 2.888 -1.688
85 H 0.911 4.755 -3.250
86 C -3.266 -0.029 0.756
87 P -2.014 -1.297 1.128
88 C -2.016 -1.288 2.953
89 C -2.869 -2.867 0.796
90 C -4.000 -2.923 -0.013
91 C -4.672 -4.126 -0.192
92 C -4.207 -5.282 0.417
93 C -3.063 -5.239 1.205
94 C -2.398 -4.036 1.394
95 H -3.427 0.052 -0.318
96 H -2.919 0.933 1.127
97 H -4.197 -0.293 1.255
98 H -3.048 -1.435 3.268
99 H -1.658 -0.335 3.339
100 H -1.409 -2.089 3.370
101 H -4.372 -2.034 -0.507
102 H -5.559 -4.158 -0.812
103 H -4.737 -6.217 0.281
104 H -2.698 -6.139 1.683
105 H -1.510 -4.018 2.020

Atomic forces in eV per Å
V 1.55 -0.34 0.28
C -0.03 0.14 0.04
N -0.19 -0.31 -0.36
C -0.09 -0.04 0.06
C -0.01 -0.16 -0.09
N -0.18 0.12 -0.11
C -0.34 -0.19 0.31
C -0.09 -0.02 0.01
C 0.09 0.04 -0.01
C -0.06 -0.02 0.00
C 0.01 -0.04 -0.01
C 0.33 0.12 0.17
N 0.11 -0.01 -0.23
C -0.15 0.33 -0.13
N -0.42 -0.66 -0.15
C 0.23 0.59 0.11
C -0.06 0.03 0.01
C 0.04 -0.08 0.03
C -0.03 0.07 0.00
C -0.05 -0.05 -0.07
C 0.29 -0.26 0.24
N -0.07 -0.34 -0.15
H -0.02 0.01 0.07
H 0.06 0.00 -0.01
H -0.05 -0.05 0.19
H 0.06 -0.05 0.03
H 0.00 0.07 0.03
H 0.05 0.03 0.00
H 0.03 0.01 0.02
H -0.01 -0.02 0.02
H -0.04 0.00 0.01
H 0.01 0.01 0.00
H 0.03 -0.05 0.02
H 0.02 -0.02 0.02
H 0.01 0.04 0.01
H -0.02 0.04 -0.01
H -0.02 -0.02 -0.03
C 0.01 0.00 0.00
C 0.00 -0.01 0.02
C -0.08 0.01 0.06
C -0.13 0.08 -0.03
C -0.09 0.05 0.00
C 0.02 -0.02 -0.03
Sb -0.09 -0.13 0.47
C 0.15 0.07 -0.18
C 0.08 0.07 -0.15
C -0.03 -0.03 -0.01
C -0.02 0.01 0.02
C -0.04 -0.01 0.04
C -0.01 0.17 0.08
C 0.13 -0.06 0.23
C -0.04 0.07 -0.05
C -0.01 0.06 -0.06
C 0.00 0.01 0.00
C -0.02 -0.01 -0.03
C 0.07 -0.06 -0.13
H 0.02 -0.02 -0.01
H 0.02 -0.02 0.03
H 0.01 -0.02 -0.01
H 0.00 -0.01 -0.01
H 0.01 0.00 -0.04
H 0.03 -0.02 0.00
H 0.01 -0.03 -0.02
H -0.04 -0.03 0.02
H -0.03 0.00 0.04
H -0.08 0.09 0.00
H 0.05 0.00 -0.05
H -0.01 0.04 -0.03
H -0.01 0.02 -0.05
H -0.02 -0.01 -0.02
H -0.03 -0.03 0.01
Br 0.03 0.12 -0.10
C -0.02 -0.02 0.05
C -0.06 -0.11 0.06
C -0.02 0.05 -0.16
C 0.02 0.09 0.13
C 0.04 0.12 -0.04
C -0.02 -0.10 0.08
C 0.36 -0.09 0.55
O -0.13 -0.23 -0.07
O -0.88 0.93 -1.09
H 0.03 -0.01 0.03
H 0.03 0.03 0.01
H 0.01 -0.01 0.02
H -0.02 -0.02 0.00
C 0.06 -0.08 -0.01
P -0.47 0.10 0.15
C 0.01 0.03 -0.03
C 0.13 -0.02 -0.07
C -0.05 -0.04 0.03
C 0.05 0.04 -0.02
C 0.02 0.01 0.00
C 0.02 0.05 -0.02
C 0.03 -0.07 -0.07
H 0.02 -0.02 0.00
H 0.04 0.06 0.03
H -0.05 0.01 0.01
H -0.02 0.00 0.09
H -0.01 0.04 0.00
H -0.01 -0.03 -0.03
H -0.01 -0.01 0.03
H 0.03 0.01 0.03
H 0.03 0.04 0.00
H -0.01 0.01 -0.01
H -0.03 0.01 0.00